{"formula": "C35H68AsLaN3OSbSi2", "method": "ωB97M-V/def2-TZVPD", "symbols": ["La", "C", "C", "O", "N", "C", "C", "C", "C", "C", "C", "N", "H", "H", "H", "H", "H", "H", "H", "H", "H", "H", "C", "Si", "C", "C", "C", "C", "C", "C", "C", "C", "N", "Si", "C", "C", "C", "H", "H", "H", "H", "H", "H", "H", "H", "H", "H", "H", "H", "H", "H", "H", "H", "H", "H", "H", "H", "H", "H", "C", "C", "C", "C", "Sb", "C", "C", "C", "C", "C", "C", "C", "C", "H", "H", "H", "H", "H", "H", "H", "H", "H", "H", "H", "H", "H", "H", "H", "H", "H", "H", "H", "H", "H", "H", "H", "H", "H", "H", "H", "C", "As", "C", "C", "H", "H", "H", "H", "H", "H", "H", "H", "H"], "xyz": [[-0.239773, 0.940951, -0.139695], [-0.179143, 0.943727, 4.651808], [0.574343, 1.259205, 3.352573], [0.023088, 1.070806, 2.288995], [1.823145, 1.737346, 3.410418], [2.506086, 2.308137, 2.285802], [3.167939, 1.306127, 1.400725], [4.455493, 0.924676, 1.623613], [4.991445, -0.064079, 0.794556], [4.200973, -0.672121, -0.158702], [2.910715, -0.152582, -0.339866], [2.406791, 0.823086, 0.426122], [-0.872770, 0.185496, 4.361162], [-0.650838, 1.869626, 4.977277], [0.383598, 0.626707, 5.539240], [2.233279, 1.848938, 4.331800], [3.200688, 3.069792, 2.627229], [1.787888, 2.906427, 1.745748], [5.065356, 1.410962, 2.409773], [6.046012, -0.185700, 0.756367], [4.610083, -1.479108, -0.799225], [2.334265, -0.549269, -1.180217], [-2.492708, 3.013414, -2.994836], [-1.161834, 1.653885, -3.104216], [-0.833012, 1.025265, -4.838552], [-1.747424, 0.054430, -2.223946], [0.492480, 2.159268, -2.360844], [0.453239, 3.406674, -1.632582], [1.226320, 4.540614, -1.938849], [1.235108, 5.683936, -1.154089], [0.339604, 5.698425, -0.062023], [-0.366085, 4.590911, 0.238459], [-0.326524, 3.467418, -0.482739], [2.017694, 1.876934, -3.419598], [2.333273, 0.128463, -4.007758], [3.538565, 2.529566, -2.535215], [1.964611, 2.965461, -5.012468], [-3.371118, 2.614400, -3.460692], [-2.076557, 3.799117, -3.588122], [-2.718328, 3.350861, -1.968866], [-1.728019, 1.047144, -5.491449], [-0.483414, -0.004468, -4.878932], [-0.122377, 1.649957, -5.349507], [-2.489533, -0.232911, -3.004548], [-2.336026, 0.171795, -1.303335], [-0.960363, -0.727123, -2.225260], [1.813140, 4.459336, -2.819640], [1.776632, 6.517089, -1.498871], [0.214877, 6.597618, 0.493537], [-1.190370, 4.609917, 0.958983], [3.407214, -0.186754, -4.063079], [1.948953, 0.130483, -5.029796], [1.747204, -0.641738, -3.470401], [3.457083, 3.476563, -1.972979], [4.330637, 2.671184, -3.282542], [3.988635, 1.833865, -1.788588], [2.690663, 3.769676, -4.889832], [0.960881, 3.469540, -5.117572], [2.133760, 2.460923, -5.981737], [1.236508, -3.771461, -1.729680], [-0.082176, -4.047811, -0.939954], [-1.291983, -3.907119, -1.766501], [-0.060317, -5.490438, -0.396018], [-0.153828, -2.506931, 0.742284], [-2.114504, -2.759682, 1.498319], [-3.117706, -2.006105, 0.497383], [-2.162676, -1.934573, 2.807763], [-2.644449, -4.146263, 1.621787], [1.189632, -3.285214, 2.202600], [1.556608, -2.150782, 3.217890], [2.502789, -3.715360, 1.564696], [0.647690, -4.436593, 3.005772], [1.416848, -4.453384, -2.608771], [2.087024, -3.956232, -1.032217], [1.345861, -2.741024, -2.060717], [-1.210891, -4.578229, -2.664706], [-1.396607, -2.876566, -2.064894], [-2.234327, -4.165018, -1.271182], [-0.122351, -6.125516, -1.301364], [-0.942183, -5.765890, 0.180029], [0.788078, -5.788725, 0.183183], [-2.787946, -0.944403, 0.348218], [-4.039892, -2.003596, 1.032811], [-3.095404, -2.548773, -0.447551], [-1.793860, -0.918473, 2.769254], [-1.615681, -2.341473, 3.630281], [-3.211825, -1.908017, 3.078446], [-2.991404, -4.644662, 0.630374], [-3.461242, -4.177751, 2.344985], [-1.957152, -4.853736, 2.076969], [1.861141, -1.203382, 2.709299], [2.502005, -2.399781, 3.787364], [0.678033, -1.887628, 3.851057], [3.056614, -2.855251, 1.150453], [2.404878, -4.584768, 0.875030], [3.128914, -4.060134, 2.335538], [-0.325587, -4.209122, 3.418125], [1.433141, -4.611428, 3.822835], [0.486369, -5.399981, 2.445225], [-4.996203, 1.100046, 0.637927], [-3.249476, 1.805667, 1.216319], [-3.627509, 1.296145, 3.067292], [-3.700259, 3.725709, 1.188198], [-5.428692, 0.449725, 1.393319], [-4.908472, 0.481517, -0.267778], [-5.705068, 1.854195, 0.427526], [-4.466117, 1.870192, 3.391321], [-2.778663, 1.438695, 3.831364], [-3.863007, 0.288583, 2.988821], [-4.744995, 3.776576, 1.240418], [-3.308876, 4.099206, 0.223419], [-3.176339, 4.214745, 2.014373]], "forces_ev_per_angstrom": [[0.6, 0.4, 0.3], [1.1, 0.6, -0.3], [1.3, -0.1, 2.8], [-1.2, 0.0, -2.0], [-0.3, -0.1, 1.4], [0.0, 1.0, -0.2], [-0.8, 0.6, 0.6], [1.2, -0.3, 0.2], [-0.2, 0.9, -0.2], [-0.3, -0.1, -0.5], [0.8, -0.6, 0.1], [-0.4, -1.0, -1.1], [-0.7, -0.3, 0.2], [-0.4, 0.0, -0.2], [0.3, -0.1, -0.6], [-0.1, 0.0, -0.3], [0.3, -0.2, 0.3], [-0.4, 0.0, -0.6], [-0.4, -0.3, -0.7], [0.7, -0.7, 0.4], [-0.5, 0.7, 0.4], [-0.2, 0.2, 0.3], [0.9, -1.3, 0.9], [0.8, 0.5, -0.3], [-1.1, 0.0, -0.4], [-0.9, 0.2, -1.0], [-0.6, -0.6, 0.0], [0.0, 0.5, 1.6], [0.0, 0.4, 0.5], [-1.6, -2.1, -0.3], [1.3, 1.0, -0.5], [-1.6, -0.3, 0.1], [0.5, -1.1, -1.3], [0.3, 1.1, -0.7], [0.0, -0.7, 0.1], [1.0, -0.3, 1.1], [-1.2, 0.2, 0.1], [-0.7, 0.0, -0.3], [0.0, 0.8, -0.3], [0.2, -0.1, -0.5], [0.2, 0.0, 0.4], [0.1, -0.1, 0.2], [0.4, 0.2, -0.2], [0.4, -0.2, 0.7], [0.0, -0.5, -0.1], [-0.4, 0.1, 0.3], [0.4, 0.4, -0.6], [0.6, 1.0, 0.0], [-0.1, 0.5, 0.5], [0.7, 0.1, 0.2], [-0.9, 0.4, 0.2], [0.1, -0.2, 0.0], [0.4, 0.2, -0.1], [-0.1, -0.4, -0.5], [-0.2, 0.0, 0.0], [-0.4, 0.2, -0.5], [0.1, 0.0, -0.2], [0.9, -0.4, 0.1], [0.1, 0.1, 0.5], [0.5, -0.9, 0.6], [1.6, -0.4, 1.5], [-1.0, -0.2, -1.3], [-0.7, -0.1, -1.0], [0.4, -0.4, -1.8], [-0.8, 2.0, -0.8], [2.6, 0.0, 0.8], [-0.5, -0.7, -0.3], [-0.6, -2.0, -0.4], [1.0, 0.5, 0.8], [0.3, 0.7, -0.4], [-0.4, 0.1, -1.3], [0.6, -1.4, 0.6], [-0.6, 0.6, 0.8], [-0.5, 0.1, -0.6], [-0.2, 0.2, -0.2], [-0.1, 0.7, 0.6], [-0.2, 0.4, -0.7], [0.3, -0.2, 0.1], [0.3, 0.0, 0.4], [-0.1, 0.3, 0.1], [0.7, 0.0, 0.2], [-0.4, -0.8, 0.1], [-1.1, 0.0, -0.2], [-0.6, 0.4, 0.1], [0.0, 0.4, -0.7], [0.3, -0.8, 0.6], [-0.3, 0.1, 0.4], [0.5, 1.1, 1.7], [-0.5, 0.2, -0.3], [0.4, 0.0, -0.1], [-0.3, -0.5, 0.0], [-1.3, -0.1, -0.1], [0.8, -0.3, 0.0], [-0.3, -0.4, -0.4], [0.1, 0.9, 0.2], [0.9, -0.6, 1.3], [-0.1, 0.1, 0.6], [-1.4, -0.1, -0.8], [0.5, 1.0, 0.3], [0.7, -1.3, -0.7], [-0.5, 0.0, 0.1], [2.5, 1.8, 1.0], [2.2, -0.7, -0.6], [0.2, 0.0, 0.2], [0.1, 0.2, 0.2], [-0.6, 1.1, -0.2], [-0.7, 0.3, 0.3], [-1.2, -0.2, -1.4], [-0.5, -1.8, 0.2], [-1.4, 0.5, 0.2], [-0.4, 0.1, 0.5], [-0.3, 0.1, -0.1]], "e_homo_ev": -12.48, "spin_multiplicity": 1, "homo_lumo_gap_ev": 7.42, "total_charge": 2, "relative_energy_kcal_mol": 8.6}